42
Properties=species:S:1:pos:R:3:forces:R:3:mulliken_spin:R:1 method="wB97M-V/def2-TZVPD" charge=+1 molar_mass_g_mol=745.651 multiplicity=3 homo_lumo_gap_ev="9.169 / 5.799" total_energy_ha=-4297.62407 homo_energy_ev="-12.03 / -12.01" s_squared=2.0390 de_lowest_kcal_mol=0.0
C 3.897029 -1.298729 3.178638 -0.04 -0.16 0.13 0.000
O -1.665184 2.228149 -3.523261 0.07 -0.15 0.15 0.082
C 2.961323 -1.865122 4.035034 0.07 0.07 -0.02 0.000
Cl -5.144097 -4.175111 -1.616829 -0.01 -0.04 -0.01 -0.010
H 5.592669 -1.718351 1.916326 0.00 0.00 0.01 0.000
C -2.882263 -0.856977 -1.177718 0.00 -0.11 -0.04 0.083
H 2.079746 -1.466060 1.479584 -0.01 0.02 -0.02 0.000
C 2.370578 1.898456 1.210953 -0.01 0.04 0.03 0.006
H 2.917002 2.760833 1.568258 0.01 -0.02 0.01 0.001
C -5.182563 -0.274294 -0.578599 -0.04 -0.09 -0.02 -0.052
O 0.376568 3.100591 -2.703915 -0.16 0.08 -0.12 0.154
C 4.800120 -3.478307 2.868886 0.05 -0.16 0.00 0.000
O 0.026244 3.020591 -5.153785 -0.02 -0.01 0.01 0.025
H 2.218833 -1.255479 4.532193 0.00 0.00 0.01 0.000
C -1.283986 4.804594 -3.805700 -0.10 0.16 0.01 -0.003
Cl -6.349233 0.844805 -0.039277 -0.01 0.02 0.01 -0.003
C -5.580604 -1.612625 -0.871900 0.03 0.04 0.00 0.285
C -3.321388 -2.224257 -1.429080 0.04 0.15 0.04 0.209
Cl -3.355174 1.670532 -0.315755 -0.04 0.00 -0.01 0.025
Cl -7.198225 -2.047565 -0.704298 -0.05 0.00 0.00 0.086
C -3.874908 0.095903 -0.720258 0.04 -0.10 -0.01 0.157
S -0.572744 3.207887 -3.879167 0.14 -0.12 0.07 -0.010
H 5.528443 -4.144825 2.420360 -0.02 0.00 0.01 0.000
S 3.897865 0.453277 2.893787 0.04 0.04 -0.05 -0.001
O -1.680964 -0.574629 -1.361770 -0.15 0.16 -0.03 0.314
C 0.942513 -0.192429 0.218206 -0.08 0.01 0.06 0.002
C 3.008444 -3.234440 4.242118 -0.05 -0.17 0.05 0.000
N 0.673047 1.045346 -0.219829 0.09 -0.12 0.02 0.098
C 1.392336 2.072788 0.265719 -0.05 0.00 -0.06 -0.010
Cl -2.133931 -3.322509 -1.929479 -0.01 -0.05 0.00 0.043
C -4.637495 -2.581645 -1.289315 -0.02 0.07 0.02 -0.074
H 2.287186 -3.704088 4.901830 0.03 -0.02 -0.01 0.000
H 0.352855 -0.994114 -0.204661 0.01 0.01 -0.02 0.000
C 1.907605 -0.447021 1.164729 0.01 -0.02 -0.02 0.006
C 2.646652 0.612978 1.690874 -0.02 0.00 -0.05 -0.005
H -1.772953 4.946368 -2.845479 0.01 -0.03 0.00 0.001
H -0.480705 5.525632 -3.942764 -0.01 -0.01 -0.02 0.002
H 1.167143 3.050922 -0.137738 0.02 -0.01 0.00 0.001
C 4.842770 -2.119225 2.584633 -0.03 0.12 -0.03 0.000
Au -0.674780 1.411113 -1.774634 0.25 0.12 -0.08 0.585
N 3.904353 -4.041964 3.674731 -0.03 0.25 -0.04 0.000
H -2.000129 4.879001 -4.621648 0.01 0.01 0.01 0.002